The following is a DFT calculation (ωB97M-V/def2-TZVPD) of the molecule C4H6O2.

Structure (ORCA input):
```
! RIJCOSX wB97M-V def2-TZVPD def2/J DEFGRID3
* xyz 0 1
C -1.46367 -0.38239 -0.53473
C -0.50882 -0.61004 0.61039
O -0.53972 -1.58159 1.33383
C 0.58383 0.40300 0.80405
C 1.55366 0.46953 -0.29243
O 0.63042 1.51946 -0.06722
H -0.95187 -0.00203 -1.42374
H -1.98554 -1.31338 -0.75909
H -2.19095 0.38468 -0.24555
H 0.91280 0.57550 1.82805
H 1.36126 -0.13179 -1.18226
H 2.59859 0.66905 -0.07131
*
```

Calculated values
HOMO = -0.3628 hartree
orbital gap = 10.82 eV
LUMO level = 0.947 eV
ΔE to the lowest compared entry with this formula, charge and spin = 38.9 kcal per mole
SMILES = CC(=O)[C@H]1CO1

***

The following is a DFT calculation (ωB97M-V/def2-TZVPD) of the molecule C16H24N2O4S.

Structure (ORCA input):
```
! RIJCOSX wB97M-V def2-TZVPD def2/J DEFGRID3
* xyz 0 1
C -4.39693 -1.25981 0.10884
H -4.59962 -2.30734 0.31222
H -4.86121 -0.98975 -0.83717
H -4.83605 -0.65704 0.89871
C -2.88738 -1.01375 0.05413
N -2.64003 0.40431 -0.21407
C -2.96631 1.42433 0.59382
O -3.53899 1.33492 1.65876
C -2.54149 2.79525 0.03773
O -1.47784 2.74161 -0.88891
C -0.24867 2.35281 -0.45275
C 0.76128 2.35936 -1.42002
C 2.03652 1.94746 -1.09465
C 2.30954 1.52413 0.19423
C 1.32802 1.54120 1.16448
C 0.04352 1.95254 0.84950
H -0.71431 1.95120 1.61642
H 1.58102 1.24158 2.16914
S 3.95092 0.91971 0.60008
O 4.88517 1.52049 -0.30402
O 4.14388 1.06187 2.01176
N 3.96903 -0.72097 0.28075
C 3.06294 -1.53197 1.06113
H 2.86921 -1.03245 2.00796
H 3.54981 -2.49115 1.26168
C 1.81128 -1.73141 0.18670
H 1.40148 -2.73184 0.31380
H 1.04197 -1.00861 0.45802
C 2.30037 -1.48482 -1.25190
H 2.18940 -2.37107 -1.87433
H 1.74273 -0.67128 -1.71546
C 3.78744 -1.10740 -1.09999
H 4.10566 -0.28622 -1.73869
H 4.42642 -1.97329 -1.29789
H 2.83319 1.96392 -1.82100
H 0.51679 2.69571 -2.41521
H -3.38459 3.21771 -0.51709
H -2.31565 3.46055 0.87849
H -2.21034 0.63150 -1.09824
C -2.25274 -1.80342 -1.08928
H -2.40301 -2.86774 -0.93226
H -1.18227 -1.61205 -1.13997
H -2.70512 -1.53215 -2.04118
C -2.23893 -1.39480 1.38679
H -1.16990 -1.19442 1.36048
H -2.68373 -0.81627 2.19097
H -2.39248 -2.45113 1.58747
*
```

Calculated values
HOMO = -0.3382 hartree
orbital gap = 9.67 eV
LUMO level = 0.467 eV
ΔE to the lowest compared entry with this formula, charge and spin = 10.0 kcal per mole
SMILES = CC(C)(C)NC(=O)COc1ccc(S(=O)(=O)N2CCCC2)cc1

***

The following is a DFT calculation (ωB97M-V/def2-TZVPD) of the ion C6H10N3O with charge +1.

Structure (ORCA input):
```
! RIJCOSX wB97M-V def2-TZVPD def2/J DEFGRID3
* xyz 1 1
C 0.87288 1.57529 -0.15883
C -0.85443 0.60160 1.50294
C 1.44429 0.83175 -1.36506
C -1.62230 -0.78818 1.21434
C 1.01494 -0.68386 -1.16232
C -0.82916 -1.69376 0.22041
N 1.42786 2.58844 0.31398
N -0.30684 1.04268 0.33969
N -0.33110 -0.70737 -0.68977
O -0.84734 1.22794 2.52192
H 0.79992 1.28416 -2.13545
H 2.49964 0.72511 -1.48129
H -1.79834 -1.20989 2.21584
H -2.63375 -0.34942 0.80214
H 1.35675 -1.28194 -2.06750
H 1.52619 -1.22133 -0.41505
H -0.17655 -2.37650 0.81413
H -1.64218 -2.32420 -0.12284
H 0.95642 3.07623 1.07942
H -0.85690 -0.31675 -1.42669
*
```

Calculated values
HOMO (alpha / beta) = -0.5278 / -0.5278 hartree
orbital gap (alpha / beta) = 7.57 / 7.57 eV
LUMO level (alpha / beta) = -6.797 / -6.796 eV
ΔE to the lowest compared entry with this formula, charge and spin = 133.4 kcal per mole

***

The following is a DFT calculation (ωB97M-V/def2-TZVPD) of the molecule C6H8O2.

Structure (ORCA input):
```
! RIJCOSX wB97M-V def2-TZVPD def2/J DEFGRID3
* xyz 0 1
C -1.56985 0.12077 0.31928
C -0.69722 -1.06677 -0.06552
C 1.45262 -0.35047 -0.44855
C 1.42591 1.11847 -0.12280
C 1.11011 0.13513 0.97547
C -0.41088 -0.25128 1.21460
H -1.81961 0.76219 -1.42596
H -2.66524 -0.22098 0.57458
H -1.09279 -2.08041 -0.13201
H 2.40354 -0.87994 -0.73552
H 0.87386 1.89755 -0.60610
H 2.49412 1.46815 -0.13507
H 1.76868 0.30681 1.83990
H -0.72029 -0.65528 2.16529
O -1.53275 1.13601 -0.58138
O 0.39444 -0.99015 -1.01611
*
```

Calculated values
HOMO = -0.3288 hartree
orbital gap = 9.84 eV
LUMO level = 0.890 eV
ΔE to the lowest compared entry with this formula, charge and spin = 88.4 kcal per mole
SMILES = O[C@H]1[C@H]2O[C@H]3C[C@H]3[C@@H]12

***

The following is a DFT calculation (ωB97M-V/def2-TZVPD) of a structure of composition C21H37BeClN2NaO15PS.

Structure (ORCA input):
```
! RIJCOSX wB97M-V def2-TZVPD def2/J DEFGRID3
* xyz 0 1
C -1.32636 3.59355 2.90922
C -0.56317 3.31495 2.00310
C 0.60657 2.63700 1.36826
C 0.56754 1.29071 1.14153
P -0.91204 0.24532 1.53019
S -2.35334 0.94495 0.37989
C 1.85977 0.66548 0.52747
O 2.32507 -0.36173 0.91970
C 2.50013 1.55462 -0.61471
C 2.52890 2.90075 -0.38641
C 1.89458 3.42740 0.95164
O 2.33185 4.35739 1.59439
H -2.21215 3.78199 3.52869
H -1.33393 0.34096 2.88006
H -0.68342 -1.09535 1.09861
H 2.89316 1.08138 -1.53749
H 2.96119 3.57170 -1.17909
C -1.95196 -1.32553 -1.99464
O -0.85665 -1.03484 -1.52044
N -2.47267 -2.55900 -1.98692
C -3.78460 -2.83236 -2.53756
C -1.68866 -3.63396 -1.39438
H -2.61255 -0.57283 -2.45175
H -4.42767 -3.24523 -1.75003
H -3.69724 -3.55799 -3.34808
H -4.22898 -1.90620 -2.90889
H -1.48734 -3.38274 -0.36158
H -0.73782 -3.72901 -1.92224
H -2.22908 -4.57647 -1.44309
O -5.48097 -0.50526 -0.31709
H -4.76271 0.13187 -0.07555
H -6.20769 -0.49331 0.33472
H -5.12396 -1.41239 -0.44657
C -5.36878 0.14988 -4.19345
O -6.29348 -0.65954 -4.42704
O -5.40746 1.25455 -5.02742
O -4.45208 0.10737 -3.34861
H -6.19624 0.94918 -5.50708
C 0.50225 1.19157 -6.31291
O 1.60469 0.58174 -6.96386
C 2.85188 1.12261 -6.54592
C 3.55781 0.19636 -5.56965
O 2.85974 0.11978 -4.32951
C 2.10693 -1.08525 -4.20119
H -0.38879 0.60326 -6.52723
H 0.64479 1.22484 -5.22910
H 0.35519 2.20615 -6.69942
H 2.71941 2.11970 -6.11213
H 3.47027 1.22452 -7.44330
H 4.54980 0.60477 -5.35246
H 3.68974 -0.79844 -6.00402
H 2.78364 -1.93080 -4.04603
H 1.48679 -1.26719 -5.08105
H 1.45961 -0.99174 -3.32861
O 5.09649 1.60520 1.87733
H 4.14670 1.56112 1.73592
C 4.92956 4.46004 4.02113
C 5.69399 4.09031 5.20763
N 6.29587 3.79999 6.14128
H 5.33814 5.35519 3.55055
H 4.93961 3.65812 3.27561
H 3.88785 4.66561 4.27281
Be -0.40712 3.17613 5.35684
C 0.37156 -0.41768 7.31052
C -0.87262 -1.28592 6.96940
C -0.40438 -2.49085 6.09714
O -1.69318 -0.55090 6.25108
H 0.86235 -0.03979 6.41180
H 0.09432 0.43544 7.93238
H 1.10680 -1.00642 7.86516
H -1.22523 -1.71071 7.92175
H 0.07245 -2.17250 5.16851
H -1.24457 -3.13719 5.84223
H 0.32147 -3.08969 6.65384
O -0.27249 -4.33340 3.18677
Cl -0.85967 -5.23891 2.21666
O -0.75840 -4.64837 0.89411
O -2.25442 -5.44717 2.53820
O -0.16058 -6.49655 2.24128
Na 1.12603 4.71978 -1.68088
*
```

Calculated values
HOMO = -0.2896 hartree
orbital gap = 1.82 eV
LUMO level = -6.056 eV

***

The following is a DFT calculation (ωB97M-V/def2-TZVPD) of a structure of composition C34H38CdN8OSi.

Structure (ORCA input):
```
! RIJCOSX wB97M-V def2-TZVPD def2/J DEFGRID3
* xyz 0 1
Cd -0.74119 -0.40473 0.75263
C -0.67708 -2.24412 -3.50662
C -1.05836 -1.53600 -2.24431
N -0.30229 -1.53440 -1.20907
N 0.88979 -2.18581 -1.26689
C 1.34566 -2.41036 -0.03113
O 0.75619 -2.13549 1.04763
C 2.72303 -2.99654 0.03993
C 3.38584 -3.43722 -1.10336
C 4.67891 -3.92662 -1.01217
C 5.31975 -3.97472 0.21967
C 4.66211 -3.53628 1.35968
C 3.36572 -3.05093 1.27129
C -2.37298 -0.84311 -2.10373
C -3.34224 -0.88186 -3.10491
C -4.57525 -0.29380 -2.87256
C -4.81678 0.32208 -1.65780
C -3.79009 0.33913 -0.72693
N -2.60594 -0.21439 -0.94618
H -0.04102 -3.09164 -3.26212
H -0.09217 -1.58057 -4.14940
H -1.53981 -2.58901 -4.06952
H 2.87741 -3.38257 -2.05563
H 5.18952 -4.26948 -1.90316
H 6.33147 -4.35434 0.28926
H 5.15974 -3.57292 2.32051
H 2.83299 -2.70503 2.14693
H -3.14543 -1.36764 -4.04739
H -5.34165 -0.32667 -3.63626
H -5.76873 0.77780 -1.42587
H -3.92479 0.81070 0.24086
C -5.85792 -2.52871 1.42787
C -4.66884 -2.94690 0.83831
C -3.46926 -2.36713 1.20628
C -3.43436 -1.35191 2.16811
C -4.62469 -0.94783 2.77732
C -5.82191 -1.53502 2.39751
N -2.18843 -0.77700 2.43894
N -2.14834 -0.02460 3.52134
C -0.98069 0.65016 3.69352
C -0.72951 1.23066 4.95360
C 0.45835 1.88629 5.17768
C 1.42037 1.97319 4.16044
C 1.03434 1.41868 2.96699
N -0.07598 0.82365 2.68465
H -6.79936 -2.97958 1.14266
H -4.67791 -3.73250 0.09287
H -2.53785 -2.69858 0.75877
H -4.59414 -0.17379 3.53032
H -6.74175 -1.21139 2.86986
H -1.47619 1.11248 5.72438
H 0.65255 2.32582 6.14890
H 2.39082 2.42343 4.30291
H 2.45455 1.24676 0.73786
C 4.94778 -0.20991 -1.92863
Si 4.14414 1.26642 -1.11130
C 5.33256 2.04499 0.10847
C 3.68574 2.52825 -2.42283
C 2.59895 0.71270 -0.20617
H 5.81297 0.07466 -2.53110
H 4.23260 -0.71943 -2.57967
H 5.27727 -0.93722 -1.18251
H 6.29146 2.28000 -0.35838
H 5.52358 1.36774 0.94403
H 4.92058 2.97020 0.51793
H 4.56837 2.92559 -2.92834
H 3.14380 3.37103 -1.98631
H 3.04513 2.07320 -3.18298
H 1.71065 0.86089 -0.81980
H 2.67813 -0.35134 0.01855
N -2.41339 5.51278 -1.42220
C -1.88612 4.33817 -0.96354
C -1.07719 3.53765 -1.77619
C -0.59990 2.34519 -1.27890
N -0.85553 1.89599 -0.04877
C -1.62462 2.66508 0.72668
C -2.15918 3.87033 0.32506
H -2.04583 5.91269 -2.26594
H -2.80978 6.15811 -0.76325
H -0.82597 3.84176 -2.78416
H 0.01299 1.70965 -1.90771
H -1.81914 2.29380 1.72697
H -2.77625 4.44139 1.00655
*
```

Calculated values
HOMO (alpha / beta) = -0.2852 / -0.2244 hartree
orbital gap (alpha / beta) = 7.62 / 6.08 eV
LUMO level (alpha / beta) = -0.146 / -0.024 eV
ΔE to the lowest compared entry with this formula, charge and spin = 20.0 kcal per mole

***

The following is a DFT calculation (ωB97M-V/def2-TZVPD) of the molecule C3H2N2.

Structure (ORCA input):
```
! RIJCOSX wB97M-V def2-TZVPD def2/J DEFGRID3
* xyz 0 1
C 0.49179 -0.53242 0.21047
C 1.46562 -1.48427 -0.02901
C 1.23642 -2.08993 -2.13237
N 1.53642 -2.29030 -0.98291
N -0.03511 -0.06531 -0.88476
H 0.21444 -0.18223 1.30528
H -0.31632 0.90304 -0.98590
*
```

Calculated values
HOMO (alpha / beta) = -0.3219 / -0.3367 hartree
orbital gap (alpha / beta) = 7.72 / 7.76 eV
LUMO level (alpha / beta) = -1.044 / -1.407 eV
ΔE to the lowest compared entry with this formula, charge and spin = 127.6 kcal per mole